1.
C38H30Cl2N5O11Pb as an isolated structure, computed with ωB97M-V/def2-TZVPD.

Computed properties:
orbital gap (spin up / spin down) = 0.086 / 0.085 hartree
charge = -1
energy relative to the best compared isomer or geometry (same formula, charge and spin) = 5.581 eV

Structure (XYZ):
```
87
Properties=species:S:1:pos:R:3:forces:R:3:mulliken_charge:R:1
Pb 12.572904 14.680175 14.669926 0.4038 -1.4581 0.6409 1.32
C 16.664278 17.946756 16.732142 -1.4944 1.5205 -0.2669 -1.42
C 15.651155 16.837178 16.969321 -1.3584 1.4303 -2.1798 0.21
N 14.430550 16.870310 16.413964 1.1034 -2.4018 2.4286 -0.02
N 14.133386 17.707979 15.532393 -2.4650 3.6690 -1.9008 -0.25
C 12.707857 18.165993 15.620600 0.9356 -1.8795 1.0798 0.11
O 11.736083 17.499204 16.022525 1.8585 1.3975 -0.9617 -0.61
C 12.662686 19.666306 15.401765 -0.4854 0.2342 2.5517 0.88
C 13.382129 20.302990 14.421271 1.0985 0.5815 0.3320 -0.17
C 13.405162 21.708545 14.369633 1.1917 -0.8262 0.1566 -0.73
C 12.904321 22.456075 15.414890 -0.5456 1.7489 -2.1366 -0.42
C 12.145405 21.857616 16.364052 -0.5625 -1.9178 1.6953 -0.49
C 12.120007 20.469825 16.480684 0.0436 -1.3138 -1.8918 -0.71
C 15.877953 15.863102 17.958461 1.2466 -1.0621 0.3170 0.77
C 17.044006 16.020914 18.742004 -0.3188 0.0576 0.4494 -0.79
C 17.110889 15.311288 19.945278 0.4608 0.3421 -0.2739 -0.18
C 16.041807 14.501952 20.316813 0.1794 -0.1590 -1.2171 -0.86
C 15.128571 14.211327 19.262734 -0.4203 -1.4310 1.1565 0.02
N 15.052293 14.779681 18.085873 0.5231 1.5670 0.5325 -0.10
H 16.174739 18.743277 16.124369 0.2147 -0.8715 -0.0885 0.21
H 17.564788 17.647653 16.213915 0.3211 -0.1829 0.1070 0.32
H 16.871432 18.554297 17.633511 0.3125 -0.8102 -0.0302 0.39
H 14.266135 19.749893 14.080798 -0.8667 -0.1065 -1.1339 0.44
H 14.012720 22.152704 13.592022 0.0518 0.2306 0.0964 0.35
H 12.984799 23.552112 15.371852 -0.0634 -0.5088 0.0680 0.33
H 11.535595 22.368579 17.077865 0.2785 0.7341 0.5416 0.38
H 11.772484 19.949952 17.379004 -0.4031 0.3063 -0.5167 0.37
H 17.824765 16.771444 18.469066 -0.8583 -0.9537 0.3250 0.27
H 18.048070 15.428436 20.499457 -0.6027 -0.1334 0.3345 0.36
H 15.974570 13.981412 21.267087 0.0802 0.0444 -0.2236 0.36
H 14.434253 13.357878 19.390552 0.3421 0.5448 0.1158 0.37
Cl 6.245740 11.323231 18.040535 -1.0124 -0.2077 0.1502 -0.28
C 7.754557 11.655493 17.288305 0.4398 0.4584 -0.0708 0.49
C 8.498717 12.717513 17.828103 -1.2882 -1.1819 -0.5931 -0.78
C 9.645712 13.117373 17.185640 0.2707 -1.3965 -0.0938 0.37
Cl 9.991476 14.796636 17.503724 1.1581 -0.0776 -0.4710 -0.20
C 10.322041 12.142924 16.287644 -1.0116 0.7235 0.1200 -0.22
O 11.361111 12.331138 15.592275 0.6119 1.2014 0.3268 -0.39
C 9.569066 10.898439 16.075389 1.7790 -0.4550 -1.8160 0.14
C 10.255822 9.734964 15.379631 1.0394 1.7203 -0.3935 0.25
O 9.816803 8.621310 15.169123 -0.2393 0.5950 0.2768 -0.58
C 8.229366 10.853885 16.251944 -1.5176 0.0027 1.8688 -0.60
H 8.014720 13.214022 18.671823 0.4575 0.3700 -0.4381 0.39
H 11.304455 10.045637 15.055400 -0.8064 -0.5912 0.3180 0.13
H 7.560414 10.192811 15.702063 0.3823 -0.3565 0.4713 0.40
H 8.705223 8.837169 5.428984 -1.2552 -0.2588 0.2436 0.00
C 11.924796 16.629172 6.692021 0.3883 0.7162 -1.2420 -1.41
C 11.886552 16.435295 8.189201 1.8721 0.8213 0.0731 0.50
C 12.451732 17.325272 9.072435 -1.1495 1.8869 0.1271 -0.81
C 12.439439 17.175881 10.556361 1.4930 -0.4012 -2.4770 0.52
C 12.576799 18.233244 11.460935 -0.8268 -2.2734 -0.2775 -0.70
C 12.397998 15.755706 10.812743 -0.1968 -0.8261 0.9408 0.52
C 11.704496 14.811575 10.021404 -0.9433 1.8273 -1.2110 0.31
C 10.927883 13.585138 10.376273 0.8984 -0.1320 2.0635 -1.25
C 11.526128 15.184650 8.693141 0.2388 0.2479 0.2959 -0.55
C 13.075461 15.131380 11.928615 -0.2141 -0.6532 5.0634 0.89
O 12.481793 14.036606 12.367984 1.3147 2.1931 -0.7703 -0.56
O 13.966560 15.731257 12.642589 -1.6140 -0.8027 -1.9331 -0.73
H 11.688625 17.652145 6.294639 -0.2045 -0.7221 0.8833 0.36
H 11.192041 15.934804 6.246092 0.5053 0.2724 -0.0808 0.36
H 12.943177 16.486889 6.221954 -0.9444 -0.4480 0.7406 0.28
H 12.921379 18.224323 8.647124 -0.5617 -0.0719 0.3546 0.41
H 12.224230 19.210809 11.225914 0.4351 0.7310 -0.6937 0.42
H 7.953109 8.682860 5.574801 1.2554 0.2590 -0.2435 0.00
H 12.685670 18.064007 12.521510 0.1937 -0.3660 0.0946 -0.04
H 10.293742 13.751986 11.310501 0.6580 -0.1418 -1.5197 0.21
H 11.618738 12.790673 10.675446 -0.4114 -0.2518 -0.2222 0.26
H 10.388126 13.405708 9.468944 -0.7374 -0.8033 0.0001 0.50
H 11.262503 14.427445 7.978330 -0.5785 -0.2492 -0.1516 0.39
O 14.193402 13.136771 14.693675 -0.4250 -2.2266 -1.3914 -0.63
C 14.097152 11.966188 13.997872 0.6691 1.7386 0.9186 0.39
O 13.195002 11.557353 13.293795 0.8202 0.0868 0.8447 -0.51
C 15.444786 11.171930 14.111081 -0.6761 1.0489 0.2716 0.33
C 16.649294 11.892461 14.097684 0.7353 -0.6603 0.5674 -0.53
C 17.825094 11.125806 14.141937 0.0372 -1.7226 -0.0259 0.05
C 17.908207 9.734317 14.272974 -0.9174 -0.6886 -0.2471 -0.38
C 16.692292 9.120456 14.188273 -1.7086 -0.1868 0.0173 -0.14
C 15.467811 9.787701 14.188582 -0.8625 0.1675 0.0692 -0.33
N 16.527903 7.696537 13.897106 1.0421 -1.5646 -0.1694 0.99
O 15.389987 7.308757 13.678701 1.0778 -0.3687 0.1924 -0.58
O 17.551710 6.993230 13.795240 -1.4873 1.0270 0.3117 -0.61
N 19.134822 11.640350 13.949239 2.7514 0.9874 1.4228 0.99
O 20.125637 10.863700 14.004789 -1.7356 1.5946 -0.5284 -0.62
O 19.233267 12.851289 13.878833 0.2666 -0.1362 -0.4870 -0.61
H 16.712721 12.983225 14.221100 -0.2568 -0.6071 -0.5847 0.50
H 18.802673 9.108928 14.414856 -0.4443 0.8515 -0.5017 0.50
H 14.527045 9.188059 14.295329 1.0340 0.9081 -0.5009 0.50
```
Forces are in eV/Å.


2.
A 2-piece molecular cluster, C5H12N2O2 overall, computed with ωB97M-V/def2-TZVPD.

Computed properties:
orbital gap = 0.313 hartree
charge = 0
energy relative to the best compared isomer or geometry (same formula, charge and spin) = 3.393 eV

Structure (XYZ):
```
21
Properties=species:S:1:pos:R:3:forces:R:3:mulliken_charge:R:1
C 1.346004 1.509148 -0.130126 0.3630 0.0041 -0.0386 -1.05
N -0.022002 1.052181 -0.305931 -0.6545 -0.1483 0.9536 0.64
C -0.746920 0.690149 0.719944 0.1768 0.3617 -0.2449 0.46
N -0.210402 0.705816 1.985432 0.1673 -0.0173 0.1595 -0.50
C -2.189432 0.410657 0.496328 0.2361 -0.1391 -1.1834 -1.37
O -0.508654 1.032066 -1.509370 0.0984 0.2862 -1.0080 -0.85
H -2.307566 0.539107 -0.611635 -0.3417 0.0853 1.1328 0.35
H -0.808495 0.281375 2.678275 0.1010 -0.0044 -0.0486 0.26
H 0.744869 0.367912 2.044608 -0.1657 -0.0158 0.0736 0.29
H 1.979912 0.683721 0.202009 -0.0030 0.0287 -0.0249 0.36
H 1.379308 2.310358 0.607747 -0.0181 0.0255 0.0183 0.39
H 1.689371 1.862740 -1.099043 -0.1222 -0.0108 0.0882 0.26
H -2.804688 1.085497 1.091206 -0.0720 0.0205 -0.1129 0.39
H -2.442184 -0.621308 0.737703 -0.0001 -0.0523 0.1852 0.34
C 0.799327 -1.647914 -1.618142 0.2228 0.0812 -0.1863 -1.02
C 0.612752 -1.807986 -0.159772 -0.1558 0.0504 0.1203 0.35
O 1.400699 -1.487075 0.703068 0.1443 -0.2732 -0.0630 -0.54
H -0.373157 -2.224487 0.127983 -0.0205 -0.0358 0.1148 0.29
H 0.230113 -0.751634 -1.928457 0.0040 -0.0629 0.0891 0.26
H 1.845698 -1.496766 -1.872001 0.0729 -0.0219 0.0022 0.29
H 0.385448 -2.493557 -2.159828 -0.0329 -0.1618 -0.0272 0.38
```
Forces are in eV/Å.


3.
One molecule with the formula C4H6Br2O2, computed with ωB97M-V/def2-TZVPD.

Computed properties:
SMILES string = C=C(Br)C(O)(O)CBr
orbital gap = 0.382 hartree
charge = 0
energy relative to the best compared isomer or geometry (same formula, charge and spin) = 1.012 eV

Structure (XYZ):
```
14
Properties=species:S:1:pos:R:3:forces:R:3:mulliken_charge:R:1
C -1.228294 -1.763151 -0.202529 -0.4785 0.1935 0.4321 -0.61
C -0.609553 -0.803635 0.447146 0.6153 -1.2487 2.1658 -0.16
C 1.522370 0.439989 0.020693 -0.7886 -0.3423 1.3383 -0.89
C -0.195182 0.594782 0.075768 3.8831 -2.2202 -0.6606 0.83
O -0.576845 1.497596 0.998360 0.1418 0.6302 0.3978 -0.43
O -0.643032 0.943086 -1.197745 -2.2434 0.1347 1.9783 -0.54
Br 0.111148 -1.316409 2.290201 -0.6161 0.4597 -1.4329 -0.19
Br 2.123545 2.032919 -0.871228 0.5122 -0.0960 -0.4508 -0.13
H -1.463410 -2.750665 0.217382 0.3239 0.6162 -0.2962 0.28
H -1.661999 -1.440130 -1.123432 -0.2084 -0.2225 -0.7597 0.30
H 1.831504 -0.559437 -0.386944 -0.5497 1.1933 -0.6479 0.46
H 2.138727 0.419997 0.970678 -1.6213 0.4010 -0.5995 0.41
H -1.354471 1.880384 0.605518 -0.7505 0.7298 0.0655 0.35
H 0.005491 0.824676 -1.843867 1.7803 -0.2286 -1.5302 0.31
```
Forces are in eV/Å.


4.
C26H24AuNO2Te as an isolated structure, computed with ωB97M-V/def2-TZVPD.

Computed properties:
orbital gap = 0.144 hartree
charge = -2

Structure (XYZ):
```
55
Properties=species:S:1:pos:R:3:forces:R:3:mulliken_charge:R:1
Au -0.108727 -1.255054 -0.652308 -0.1995 0.2315 -0.2642 -0.20
N 1.620472 1.547414 -0.841193 0.0385 -0.0177 -0.1070 -0.34
C 1.768177 1.657074 -2.292454 -0.0023 -0.0836 0.0893 -0.61
C 0.702249 0.862921 -3.060596 -0.0678 0.1154 0.0574 -0.65
C 1.108036 -0.579444 -3.355594 0.0275 -0.1246 0.2247 0.50
O 1.493839 -0.855113 -4.492779 0.0819 -0.0043 0.0179 -0.75
O 1.060203 -1.414762 -2.379734 0.0007 -0.1530 -0.1688 -0.74
H 0.681019 1.775229 -0.538104 -0.0351 -0.0166 -0.0434 0.18
H 2.270504 2.152564 -0.356444 0.0139 0.0093 0.0025 0.14
H 2.756854 1.269626 -2.551111 0.0183 0.0136 -0.0433 0.37
H 1.735371 2.696522 -2.644316 -0.0275 0.0923 0.0110 0.32
H 0.533132 1.349683 -4.019497 -0.0364 0.0116 -0.0484 0.26
H -0.234360 0.863770 -2.494702 0.0147 0.0821 -0.0008 0.37
C -1.278168 -1.076007 0.905252 -0.2232 -0.0353 0.2777 -1.25
C -2.009113 -0.973169 1.884495 0.1005 0.0191 -0.2056 2.03
C -2.848055 -0.847341 3.032209 -0.0923 -0.0105 0.1398 -0.96
C -2.359541 -0.023924 4.116359 -0.0889 -0.1050 -0.1336 0.33
C -1.390342 0.980998 3.872523 0.1203 0.1007 0.0924 -0.60
C -0.860701 1.762034 4.885181 -0.0899 -0.0836 -0.0504 -0.46
C -1.258278 1.594489 6.211795 -0.0539 -0.0530 -0.0274 -0.49
C -2.198831 0.602024 6.484048 0.0401 -0.0192 -0.0977 -0.54
C -2.731896 -0.185437 5.475248 -0.0093 0.0894 0.0485 -0.44
C -4.118299 -1.527524 3.034850 0.1501 0.0966 0.0501 0.27
C -5.195031 -1.219678 3.913900 -0.0106 -0.0836 -0.0279 -0.34
C -6.415791 -1.872914 3.845011 0.1175 0.0194 -0.0397 -0.59
C -6.658252 -2.867502 2.899912 0.0403 0.0550 0.0361 -0.49
C -5.626776 -3.172681 2.011107 0.1157 0.0547 -0.0032 -0.41
C -4.403045 -2.530888 2.069792 -0.1130 -0.0748 -0.0358 -0.69
H -1.072358 1.130397 2.847735 0.0419 -0.0109 0.0026 0.48
H -0.127021 2.522443 4.635954 0.0209 -0.0015 -0.0108 0.32
H -0.841164 2.205559 7.003508 0.0011 -0.0062 0.0065 0.35
H -2.504248 0.419500 7.510545 -0.0190 0.0015 -0.0040 0.33
H -3.423906 -0.975763 5.735298 0.0489 0.0116 0.0466 0.59
H -5.071476 -0.424611 4.636681 -0.0552 -0.0021 -0.0228 0.54
H -7.201953 -1.588611 4.538709 -0.0037 0.0208 0.0104 0.32
H -7.614722 -3.373661 2.848605 -0.0115 -0.0125 0.0033 0.34
H -5.782557 -3.932936 1.251638 0.0143 -0.0121 -0.0104 0.33
H -3.622011 -2.785557 1.363103 -0.0320 0.0151 -0.0029 0.32
C 3.430426 -2.363159 3.008510 0.0355 0.1874 0.0792 -1.45
Te 2.188717 -2.227514 1.223544 0.2189 -0.2057 0.0622 0.24
C 1.781553 -0.333966 2.117065 -0.0005 0.0701 0.1369 -0.31
C 3.050228 0.072849 2.813999 -0.0898 -0.0644 -0.0617 0.67
C 3.420536 1.397505 3.003949 0.0052 0.0097 0.0002 -0.56
C 4.613579 1.718823 3.643573 -0.0089 -0.0606 -0.0113 -0.61
C 5.447397 0.706533 4.095299 -0.0618 -0.0455 -0.0122 -0.45
C 5.083525 -0.624298 3.906036 -0.0371 0.0064 -0.0134 -0.70
C 3.892670 -0.951604 3.268462 -0.0101 -0.0808 -0.0084 0.61
H 4.253960 -3.070923 2.924770 0.0195 0.0245 -0.0561 0.45
H 2.756746 -2.697462 3.800313 0.0838 -0.0088 0.0552 0.32
H 0.957716 -0.496894 2.812193 -0.0395 0.0886 0.0281 0.25
H 1.460967 0.365490 1.349727 0.0436 -0.0491 0.0087 -0.16
H 2.772187 2.185392 2.636490 -0.0176 -0.0088 0.0304 0.42
H 4.891959 2.757054 3.780806 0.0021 0.0017 -0.0018 0.36
H 6.379213 0.948774 4.592644 0.0171 -0.0035 -0.0109 0.36
H 5.736926 -1.419228 4.250286 0.0038 0.0094 0.0063 0.38
```
Forces are in eV/Å.


Repeat the third record exactly.
One molecule with the formula C4H6Br2O2, computed with ωB97M-V/def2-TZVPD.

Computed properties:
SMILES string = C=C(Br)C(O)(O)CBr
orbital gap = 0.382 hartree
charge = 0
energy relative to the best compared isomer or geometry (same formula, charge and spin) = 1.012 eV

Structure (XYZ):
```
14
Properties=species:S:1:pos:R:3:forces:R:3:mulliken_charge:R:1
C -1.228294 -1.763151 -0.202529 -0.4785 0.1935 0.4321 -0.61
C -0.609553 -0.803635 0.447146 0.6153 -1.2487 2.1658 -0.16
C 1.522370 0.439989 0.020693 -0.7886 -0.3423 1.3383 -0.89
C -0.195182 0.594782 0.075768 3.8831 -2.2202 -0.6606 0.83
O -0.576845 1.497596 0.998360 0.1418 0.6302 0.3978 -0.43
O -0.643032 0.943086 -1.197745 -2.2434 0.1347 1.9783 -0.54
Br 0.111148 -1.316409 2.290201 -0.6161 0.4597 -1.4329 -0.19
Br 2.123545 2.032919 -0.871228 0.5122 -0.0960 -0.4508 -0.13
H -1.463410 -2.750665 0.217382 0.3239 0.6162 -0.2962 0.28
H -1.661999 -1.440130 -1.123432 -0.2084 -0.2225 -0.7597 0.30
H 1.831504 -0.559437 -0.386944 -0.5497 1.1933 -0.6479 0.46
H 2.138727 0.419997 0.970678 -1.6213 0.4010 -0.5995 0.41
H -1.354471 1.880384 0.605518 -0.7505 0.7298 0.0655 0.35
H 0.005491 0.824676 -1.843867 1.7803 -0.2286 -1.5302 0.31
```
Forces are in eV/Å.


- What is the charge in the fourth record?
  -2